{
  "formula": "C2",
  "method": "ωB97M-V/def2-TZVPD",
  "elements": ["C", "C"],
  "coordinates": [[0.00000, 0.00000, 0.92222], [0.00000, 0.00000, -0.92222]],
  "forces_ev_per_a": [[0.00, 0.00, -3.55], [0.00, 0.00, 3.55]],
  "spin_multiplicity": 2,
  "e_tot_ev": -2051.8799,
  "de_lowest_kcal_mol": 14.94,
  "total_charge": 1,
  "gap_ev": [7.374, 7.566]
}

{
  "formula": "C6H12N2",
  "method": "ωB97M-V/def2-TZVPD",
  "elements": ["C", "C", "H", "H", "H", "H", "H", "H", "C", "C", "C", "C", "N", "N", "H", "H", "H", "H", "H", "H"],
  "coordinates": [[-2.14749, -1.97812, -1.40578], [-2.73007, -0.55384, -1.35467], [-1.08666, -1.92506, -1.20913], [-2.73309, -2.58737, -0.71703], [-2.45588, -2.46549, -2.32763], [-3.78718, -0.54564, -1.59233], [-2.13029, 0.17807, -1.88707], [-2.68335, -0.20411, -0.31750], [0.36389, -0.40349, 2.36433], [1.49109, -0.32672, 0.04725], [0.89858, 0.23742, 1.14063], [0.96181, 1.75609, -0.36792], [1.52054, 0.64608, -0.90700], [0.60651, 1.55259, 0.86742], [2.00908, -1.27098, -0.01853], [1.86491, 0.63823, -1.85374], [0.78669, -1.38991, 2.51921], [-0.71443, -0.57307, 2.28641], [0.91480, 2.67632, -0.92769], [0.47130, 0.21186, 3.24833]],
  "forces_ev_per_a": [[-1.66, 0.60, -0.23], [0.40, -0.25, 1.19], [0.18, -0.59, -0.02], [0.60, -0.02, 0.67], [0.82, 0.13, -0.57], [-0.06, 0.20, -0.50], [-0.25, -0.03, -0.54], [0.02, -0.02, 0.02], [-0.30, -0.37, 0.21], [0.38, -0.69, 0.58], [-0.42, 0.35, -0.32], [0.38, -0.02, 0.05], [0.14, 0.68, -0.72], [-0.59, 0.27, 0.15], [-0.28, -0.02, -0.36], [0.13, -0.44, 0.22], [0.29, -0.08, 0.17], [0.00, 0.12, -0.27], [-0.15, 0.06, 0.10], [0.36, 0.12, 0.16]],
  "smiles": "Cc1c[nH]cn1.CC",
  "spin_multiplicity": 1,
  "e_tot_ev": -9396.5489,
  "de_lowest_kcal_mol": 6.94,
  "total_charge": 0,
  "gap_ev": 9.480
}

{
  "formula": "C31H22FeIN2O2",
  "method": "ωB97M-V/def2-TZVPD",
  "elements": ["Fe", "C", "C", "C", "C", "N", "C", "C", "C", "C", "C", "C", "C", "H", "H", "H", "H", "H", "H", "H", "H", "C", "C", "C", "C", "C", "C", "C", "C", "H", "H", "H", "H", "H", "O", "C", "O", "C", "C", "C", "C", "C", "C", "H", "H", "H", "H", "H", "I", "C", "C", "C", "C", "C", "N", "H", "H", "H", "H"],
  "coordinates": [[0.16477, 0.20999, -0.31510], [4.32715, -1.46458, 0.81105], [5.12615, -0.81885, -0.16088], [4.56952, 0.12092, -1.03929], [3.19418, 0.45049, -0.91646], [2.46234, -0.15016, 0.02795], [2.99005, -1.09350, 0.83270], [2.48077, 1.48174, -1.72124], [3.23855, 2.30325, -2.53598], [2.60757, 3.22858, -3.38784], [1.26651, 3.28290, -3.32966], [0.48098, 2.47879, -2.43129], [1.09130, 1.58396, -1.62347], [4.82985, -2.26058, 1.36221], [6.17424, -1.12839, -0.18147], [5.16995, 0.76710, -1.70804], [2.29382, -1.49174, 1.61443], [4.32932, 2.34440, -2.54424], [3.15294, 3.89475, -4.03555], [0.66126, 4.05777, -3.89952], [-0.55878, 2.62097, -2.38309], [-1.76072, 0.80277, -0.09461], [-2.87203, 1.23268, 0.23026], [-4.18958, 1.58521, 0.70757], [-4.97956, 2.41476, -0.12622], [-6.23591, 2.74879, 0.32305], [-6.71251, 2.25821, 1.55988], [-5.96372, 1.37562, 2.31842], [-4.66682, 1.10938, 1.95120], [-4.59381, 2.49497, -1.16846], [-6.88727, 3.36049, -0.28704], [-7.77432, 2.44932, 1.90823], [-6.30543, 0.96093, 3.28948], [-4.11075, 0.31639, 2.48745], [0.34669, -1.94376, 0.34938], [0.32227, -2.28020, -0.89679], [0.08493, -1.44704, -1.82423], [0.65565, -3.69715, -1.18788], [0.03784, -4.21944, -2.30244], [0.31449, -5.53123, -2.73933], [1.28062, -6.25089, -2.04083], [1.89352, -5.67661, -0.94976], [1.54636, -4.44982, -0.41124], [-0.77219, -3.59339, -2.75447], [-0.20201, -5.89824, -3.53175], [1.35255, -7.35672, -2.27529], [2.70169, -6.27170, -0.45897], [2.10277, -4.04069, 0.48349], [1.84968, 3.42811, 1.29317], [0.53678, 2.19172, 2.40544], [0.02260, 2.85315, 3.54818], [-0.98057, 2.14306, 4.21822], [-1.37617, 0.90283, 3.70191], [-0.75326, 0.36958, 2.62086], [0.19352, 1.03618, 1.94207], [0.39777, 3.83922, 3.82465], [-1.48709, 2.49704, 5.07644], [-2.21544, 0.46616, 4.21010], [-0.85298, -0.59753, 2.16463]],
  "forces_ev_per_a": [[0.40, -0.41, -0.36], [0.37, 0.57, -1.60], [-0.52, -0.03, -0.11], [0.03, 0.69, 0.50], [0.69, -0.24, 0.63], [-0.30, -0.50, -0.02], [-0.46, -0.06, 1.35], [1.53, -0.56, 0.06], [0.22, 0.85, -0.74], [0.93, -0.59, 0.65], [-3.92, 1.04, 0.09], [1.52, 1.24, -1.34], [0.25, -1.37, 0.79], [-0.73, 0.32, 0.33], [-0.24, 0.46, -0.32], [-0.23, -1.03, 0.36], [0.66, 0.28, -1.02], [-0.31, -0.45, 0.16], [0.24, 0.00, -0.02], [1.05, -1.06, 0.46], [-1.25, 0.21, -0.08], [-1.22, 0.56, 0.18], [1.08, -0.97, 0.00], [0.45, 0.29, -0.09], [0.77, -1.53, 0.01], [-0.77, 0.04, 0.60], [-1.60, 0.16, -0.12], [0.06, 0.44, 1.16], [0.76, -1.07, -1.12], [-0.54, 0.69, 0.99], [-0.05, -0.01, 0.00], [1.44, 0.06, -0.67], [-0.12, 0.33, -0.91], [-0.08, 0.87, -0.30], [-0.43, 0.85, -1.42], [0.18, 0.35, 1.56], [0.22, 0.03, 1.37], [-0.18, 0.47, 0.15], [-0.89, -0.60, -0.89], [1.30, 2.15, 2.77], [-1.37, -1.34, -0.96], [1.55, -1.23, 1.59], [0.91, 0.72, -0.38], [1.06, -0.69, 0.08], [-1.37, -1.28, -2.17], [0.58, 1.54, 0.21], [-0.85, 0.52, -0.23], [-0.98, -0.42, -1.19], [0.07, -0.30, 0.05], [0.58, 2.61, 0.34], [-0.53, -1.31, 0.02], [1.08, 0.05, -1.62], [-0.41, 0.58, 1.06], [0.71, -0.57, -0.68], [0.18, -0.28, -0.19], [-0.22, -0.44, 0.00], [-0.29, 0.58, 0.72], [-0.03, -0.70, -0.09], [-0.98, -0.49, 0.42]],
  "spin_multiplicity": 6,
  "e_tot_ev": -82063.8995,
  "total_charge": 0,
  "gap_ev": [8.424, 7.468]
}

{
  "formula": "C5H6CdO5",
  "method": "ωB97M-V/def2-TZVPD",
  "elements": ["O", "C", "O", "C", "C", "C", "O", "C", "O", "O", "H", "H", "H", "H", "H", "H", "Cd"],
  "coordinates": [[2.90300, -0.89431, 0.45070], [2.22200, 0.02937, 0.53028], [2.49164, 1.03553, 1.38566], [0.89290, 0.17364, -0.28839], [-0.31370, 0.07278, 0.69201], [-1.50696, 0.79831, 0.00399], [-2.49402, -0.26224, 0.09563], [-1.71361, -1.32921, -0.14813], [-1.81702, -2.11764, -1.05738], [-0.77021, -1.31127, 0.77065], [2.08451, 1.84437, 1.03157], [0.93062, 1.15575, -0.78022], [0.84784, -0.64343, -1.05960], [-0.05967, 0.31123, 1.72566], [-1.35129, 0.86276, -1.08962], [-1.76000, 1.74557, 0.47581], [-0.58605, -1.47124, -2.73861]],
  "forces_ev_per_a": [[1.76, -3.14, -0.44], [-0.93, 1.69, -0.02], [-0.98, 0.46, -0.89], [0.22, 0.68, 1.59], [0.68, 0.43, -0.83], [0.12, -1.17, 0.94], [-0.93, -0.05, -1.82], [-0.66, 2.51, 4.05], [0.09, -1.19, -2.41], [1.26, -0.82, -1.47], [0.25, 0.21, 0.61], [-0.34, -0.19, -0.06], [0.25, 0.02, 0.18], [-0.10, 0.54, -0.24], [0.24, 0.75, 0.28], [-0.56, -0.19, -0.19], [-0.36, -0.54, 0.71]],
  "spin_multiplicity": 1,
  "e_tot_ev": -20060.7616,
  "total_charge": 2,
  "gap_ev": 3.998
}

{
  "formula": "C6H13NO",
  "method": "ωB97M-V/def2-TZVPD",
  "elements": ["O", "C", "C", "N", "C", "C", "C", "C", "H", "H", "H", "H", "H", "H", "H", "H", "H", "H", "H", "H", "H"],
  "coordinates": [[-0.13240, -3.93608, -1.73896], [-0.08862, -3.34835, -0.69090], [0.19388, -1.86188, -0.54623], [-0.88213, -1.25046, 0.23191], [-1.05044, 0.23178, 0.15146], [0.24311, 1.03142, -0.05748], [-0.13938, 2.41486, -0.62240], [0.97214, 1.30261, 1.25539], [-0.16366, -3.94069, 0.23641], [1.23873, -1.72440, -0.25636], [0.05568, -1.39504, -1.53290], [-0.75400, -1.49482, 1.21050], [-1.53091, 0.51686, 1.07552], [-1.73625, 0.35186, -0.70125], [0.96635, 0.58688, -0.73399], [-0.67287, 2.38450, -1.57376], [-0.84092, 2.82164, 0.11317], [0.74706, 3.04432, -0.68793], [1.78610, 2.01244, 1.10351], [1.36589, 0.40163, 1.73567], [0.42266, 1.85090, 2.02861]],
  "forces_ev_per_a": [[-0.12, 0.23, -0.07], [0.60, -0.11, -0.19], [-1.40, 0.45, -1.33], [0.62, -0.08, 1.56], [0.80, -1.64, -1.33], [-0.51, 1.43, 0.49], [-0.33, -0.43, 0.47], [0.52, 0.14, 0.59], [-0.23, 0.17, 0.33], [0.07, 0.17, 0.43], [0.48, -0.48, -0.06], [-0.10, -0.03, -0.09], [-0.27, 0.35, 0.10], [0.15, 0.48, 0.27], [-0.20, -0.47, -0.18], [0.22, -0.12, -0.07], [0.11, 0.44, -0.15], [-0.15, 0.15, -0.10], [0.43, -0.35, -0.31], [0.05, 0.03, -0.13], [-0.72, -0.33, -0.25]],
  "smiles": "CC(C)CNCC=O",
  "spin_multiplicity": 1,
  "e_tot_ev": -9969.4236,
  "de_lowest_kcal_mol": 40.37,
  "total_charge": 0,
  "gap_ev": 9.960
}

{
  "formula": "CH2FN5",
  "method": "ωB97M-V/def2-TZVPD",
  "elements": ["C", "N", "N", "N", "N", "N", "F", "H", "H"],
  "coordinates": [[0.50753, -0.67621, 1.38232], [1.79218, -0.93592, 1.22349], [-0.60443, -0.64162, 1.07652], [0.06955, -0.97370, -1.27996], [2.07194, -1.19647, -0.16071], [1.10933, -1.10565, -0.86857], [-2.31667, 0.48502, -1.56108], [-1.74473, -0.16669, -1.19983], [2.54507, -0.44754, 1.68695]],
  "forces_ev_per_a": [[-0.84, 0.20, 0.76], [0.32, 0.20, 0.43], [-0.44, 0.29, 1.11], [-7.21, 1.01, -2.70], [3.84, 0.08, 2.45], [4.39, -1.67, -2.38], [0.13, -0.29, 0.19], [-0.16, 0.36, -0.20], [-0.04, -0.19, 0.33]],
  "spin_multiplicity": 3,
  "e_tot_ev": -11230.2707,
  "de_lowest_kcal_mol": 0.00,
  "total_charge": 0,
  "gap_ev": [7.583, 8.936]
}

{
  "formula": "C4H8",
  "method": "ωB97M-V/def2-TZVPD",
  "elements": ["C", "C", "C", "C", "H", "H", "H", "H", "H", "H", "H", "H"],
  "coordinates": [[0.59269, 0.07564, 0.23509], [-0.61441, -0.15324, -0.27599], [-1.00568, 0.30059, -1.64996], [1.00346, -0.36072, 1.62119], [1.31287, 0.70248, -0.28135], [-1.36135, -0.58506, 0.37696], [-1.14297, 1.37955, -1.68501], [-0.22125, 0.09169, -2.37189], [-1.95277, -0.12695, -1.96506], [1.33833, -1.39325, 1.70056], [0.19574, -0.15531, 2.32575], [1.85534, 0.22457, 1.96969]],
  "forces_ev_per_a": [[-0.22, -0.16, 0.56], [0.67, 0.58, 0.09], [-0.18, 0.27, 0.06], [0.17, 0.64, 0.15], [0.05, -0.33, -0.42], [-0.12, -0.35, -0.12], [-0.09, 0.21, 0.12], [-0.05, -0.25, -0.14], [0.05, -0.22, -0.18], [-0.28, -0.18, -0.16], [-0.01, -0.35, 0.07], [0.00, 0.12, -0.04]],
  "smiles": "C/C=C/C",
  "spin_multiplicity": 1,
  "e_tot_ev": -4276.9424,
  "de_lowest_kcal_mol": 5.78,
  "total_charge": 0,
  "gap_ev": 10.413
}

{
  "formula": "C18H24ClNOS",
  "method": "ωB97M-V/def2-TZVPD",
  "elements": ["O", "C", "N", "H", "C", "H", "H", "C", "C", "C", "C", "C", "C", "C", "H", "H", "H", "H", "H", "H", "H", "H", "H", "H", "H", "C", "C", "H", "H", "S", "C", "C", "C", "C", "C", "C", "C", "H", "H", "H", "Cl", "H", "H", "H", "H", "H"],
  "coordinates": [[2.41541, -0.57477, 1.62088], [1.83652, -0.28415, 0.59485], [0.65930, 0.36843, 0.56071], [0.18849, 0.49127, -0.32564], [-0.13236, 0.59825, 1.74520], [-0.32065, 1.67177, 1.85637], [0.46389, 0.24926, 2.59051], [-1.46087, -0.16633, 1.67350], [-1.21807, -1.63365, 1.42038], [-0.73605, -2.42337, 2.36976], [-0.37818, -3.86242, 2.16978], [-0.26804, -4.20099, 0.68686], [-1.48406, -3.65228, -0.04944], [-1.49003, -2.12808, 0.02624], [-0.73230, -1.72608, -0.65521], [-2.45722, -1.74441, -0.31197], [-2.39017, -4.04447, 0.41746], [-1.47741, -3.97071, -1.09397], [0.63713, -3.74455, 0.28056], [-0.19295, -5.28172, 0.55116], [-1.14067, -4.49281, 2.64118], [0.56820, -4.06858, 2.67559], [-0.57069, -2.03087, 3.36414], [-2.07318, 0.25632, 0.87441], [-1.98813, -0.02211, 2.61810], [2.42713, -0.62639, -0.77320], [2.19791, 0.41432, -1.85960], [2.93279, 0.29976, -2.65812], [2.25601, 1.42257, -1.44915], [0.54438, 0.23348, -2.63576], [0.24233, 1.96913, -3.15494], [0.02300, 2.83822, -1.96219], [-1.15062, 2.70523, -1.22711], [-1.33936, 3.46612, -0.08824], [-0.36809, 4.35776, 0.34283], [0.79814, 4.48548, -0.38878], [0.99626, 3.73276, -1.53424], [1.90649, 3.85187, -2.10436], [1.55999, 5.17652, -0.06225], [-0.52633, 4.94067, 1.23602], [-2.80773, 3.29917, 0.81175], [-1.90918, 2.00714, -1.54764], [1.09487, 2.28922, -3.75266], [-0.64599, 1.91172, -3.78240], [3.49955, -0.76935, -0.62568], [2.01050, -1.58832, -1.08570]],
  "forces_ev_per_a": [[0.25, -0.21, 0.30], [0.18, 0.01, -0.47], [-0.36, 0.19, 0.00], [0.17, -0.05, -0.04], [-0.16, 0.12, 0.25], [0.03, -0.07, 0.09], [-0.11, 0.10, -0.05], [0.38, 0.03, 0.14], [-0.13, 0.18, -0.07], [-0.07, -0.12, 0.06], [0.13, -0.07, -0.15], [-0.23, -0.13, 0.14], [0.21, 0.10, -0.15], [-0.06, -0.34, 0.06], [-0.06, 0.08, -0.06], [0.03, 0.09, -0.03], [-0.07, -0.04, -0.02], [-0.08, -0.04, 0.01], [0.09, -0.01, -0.05], [0.07, 0.01, -0.03], [0.06, -0.07, 0.04], [-0.03, -0.05, 0.04], [-0.01, 0.18, 0.14], [-0.11, 0.04, 0.01], [-0.09, 0.07, -0.03], [0.00, -0.01, 0.14], [-0.30, 0.03, -0.41], [0.02, 0.08, 0.12], [0.09, -0.01, 0.01], [0.19, 0.11, -0.18], [0.17, -0.60, 0.09], [0.07, 0.22, 0.09], [-0.01, 0.14, 0.06], [0.16, -0.01, -0.17], [-0.02, 0.01, 0.05], [-0.03, 0.01, 0.07], [-0.12, -0.05, -0.12], [0.08, -0.02, -0.07], [0.06, 0.07, 0.05], [-0.05, 0.04, 0.09], [-0.12, -0.01, 0.09], [-0.13, -0.08, 0.00], [-0.10, 0.11, -0.05], [0.04, 0.06, -0.07], [-0.12, -0.02, 0.05], [0.06, -0.08, 0.02]],
  "smiles": "O=C(CCSCc1cccc(Cl)c1)NCCC1=CCCCC1",
  "spin_multiplicity": 1,
  "e_tot_ev": -45951.7804,
  "de_lowest_kcal_mol": 0.74,
  "total_charge": 0,
  "gap_ev": 9.121
}